w.
C5H7N | ωB97M-V/def2-TZVPD

Summary:
Multiplicity = 1
HOMO-LUMO gap = 8.2 eV

Element x y z (Å)
C 0.4304 -1.1907 0.0318
C 1.1503 -0.0147 -0.5878
C 0.5928 1.1906 -0.4440
C -0.6989 1.4011 0.1656
N -1.7909 -0.0291 0.1178
C -0.7654 -0.6435 0.7496
H 1.0767 -1.7484 0.7168
H 0.1513 -1.8984 -0.7710
H 2.0695 -0.1620 -1.1303
H 1.1132 2.0914 -0.7925
H -0.6276 2.1603 0.9883
H -1.8226 -0.3352 -0.8620
H -0.8787 -0.8215 1.8179

=====

x.
C5H7N | ωB97M-V/def2-TZVPD

Summary:
Multiplicity = 1
HOMO-LUMO gap = 8.7 eV

Element x y z (Å)
C -0.5264 0.3020 -0.2919
C 1.7497 -0.7034 -0.0232
C 0.2841 -0.5423 0.5469
C 1.3706 0.7352 -0.3549
C -2.0213 0.1957 -0.1419
N 0.3111 0.7709 -1.2481
H 2.4379 -0.7969 0.7735
H 1.8713 -1.3434 -0.9408
H 0.1872 -0.6701 1.6192
H 1.4952 1.5512 0.3693
H -2.5073 1.1334 -0.3607
H -2.2720 -0.1216 0.9128
H -2.3802 -0.5108 -0.8603

=====

Which one is most stable, and which one is least stable? x is the most stable of them, while w is the least stable.

=====

w.
C5H7N | ωB97M-V/def2-TZVPD

Summary:
Multiplicity = 1
HOMO-LUMO gap = 6.4 eV

Element x y z (Å)
C -0.5185 1.9082 0.0256
C -0.8402 -1.4058 -0.5957
C 0.5310 -1.2917 0.0269
C 1.1017 0.0405 -0.5053
N -0.0807 0.7256 0.0951
C -0.6015 -0.5349 0.6419
H -1.4470 2.1450 0.5377
H 0.0122 2.6445 -0.5693
H -1.3645 -2.2877 -0.2032
H 1.1548 -2.0111 0.5498
H 2.0132 0.4267 -0.0350
H 1.1055 0.1675 -1.5910
H -1.0661 -0.5268 1.6225

=====

x.
C5H7N | ωB97M-V/def2-TZVPD

Summary:
Multiplicity = 1
HOMO-LUMO gap = 10.5 eV
Structure (SMILES) = C#C[C@@H]1CN1C

Element x y z (Å)
C -0.0501 1.6926 0.8422
N -0.2006 0.2606 0.6796
C 0.9804 -0.5676 0.6370
C 0.2071 -0.2768 -0.6072
C -0.6899 -1.2549 -1.1860
C -1.4757 -2.0634 -1.6073
H -0.8989 2.1802 0.3522
H 0.8821 2.0975 0.4108
H -0.0816 1.9393 1.9075
H 1.9616 -0.1009 0.7390
H 0.8808 -1.5484 1.0958
H 0.6752 0.4175 -1.3085
H -2.1904 -2.7754 -1.9551

=====

Which one is most stable, and which one is least stable? x is the most stable of them, while w is the least stable.

=====

w.
C2H6ClN2P | ωB97M-V/def2-TZVPD

Summary:
Multiplicity = 1
HOMO-LUMO gap = 8.5 eV

Element x y z (Å)
C -0.5193 0.2993 -0.1438
C 1.0477 0.5023 0.1552
N -0.7003 -1.1033 -0.5320
N 1.5954 -0.5852 0.9199
P 0.1404 -2.2362 0.4025
Cl 3.1112 -1.0878 0.4278
H -1.0775 0.3413 0.8386
H -0.8736 1.0985 -0.8314
H 1.6584 0.8596 -0.7288
H 1.0230 1.2774 0.8460
H -0.6862 -1.3899 -1.4799
H -0.3883 -1.7068 1.5472

=====

x.
C2H6ClN2P | ωB97M-V/def2-TZVPD

Summary:
Multiplicity = 1
HOMO-LUMO gap (spin up / spin down) = 7.9 / 6.9 eV

Element x y z (Å)
C -0.8283 1.0303 -0.5438
C 1.0140 -0.1914 1.1074
N -0.8813 -1.2277 -0.7730
N -1.4529 -0.0148 -0.6908
P 0.6602 -1.5762 0.0301
Cl -3.4223 -0.3561 0.4510
H -1.1709 1.9882 -0.6308
H 0.4610 0.5752 0.3923
H 2.0630 -0.0983 1.3315
H 0.3253 -0.0407 1.9708
H -1.6141 -2.0053 -0.4994
H 1.3575 -1.1249 -1.0757

=====

y.
C2H6ClN2P | ωB97M-V/def2-TZVPD

Summary:
Multiplicity = 1
HOMO-LUMO gap = 9.0 eV

Element x y z (Å)
C 0.0752 -0.8792 -0.8343
C -0.7612 -0.6452 0.4363
N 0.6265 1.3237 -0.7438
N 1.1895 0.1703 -0.9364
P -0.4583 1.1605 0.4061
Cl 2.2158 -0.1968 0.6837
H 0.7263 -1.8816 -0.8121
H -0.4084 -0.8377 -1.7438
H -1.8533 -0.9784 0.6217
H 0.0577 -0.9878 1.1341
H 0.3570 1.7147 1.2800
H -1.7668 2.0374 0.5084

=====

Which one is most stable, and which one is least stable? w is the most stable of them, while x is the least stable.

=====

w.
C4H12OS | ωB97M-V/def2-TZVPD

Summary:
Multiplicity = 1
HOMO-LUMO gap = 9.2 eV
Structure (SMILES) = CCCSC.O

Element x y z (Å)
C -1.7262 1.9848 -0.6644
C -0.2478 1.4940 -0.6505
C 0.3896 1.8482 0.6072
S 0.0201 0.5483 1.9031
C 1.4645 -0.6151 1.7152
H -2.0562 1.8814 -1.7272
H -2.3750 1.5062 0.0101
H -1.4863 3.1489 -0.4945
H 0.2330 2.0937 -1.4707
H -0.0444 0.5905 -1.0463
H -0.0297 2.7040 1.1251
H 1.6424 1.9581 0.6012
H 2.1204 -0.7202 2.5546
H 1.1423 -1.7259 1.3859
H 2.0756 -0.2299 0.9089
H -0.8296 -4.9376 -1.6512
H 0.3187 -5.7510 -1.5215
O -0.6113 -5.7786 -1.5851

=====

x.
C4H12OS | ωB97M-V/def2-TZVPD

Summary:
Multiplicity = 1
HOMO-LUMO gap = 9.3 eV
Structure (SMILES) = CCCCS.O

Element x y z (Å)
C -2.8033 -0.7330 0.6231
C -1.3849 -1.2141 0.3984
C -0.5008 0.0640 0.7465
C 1.0081 -0.2654 0.8086
S 2.0281 1.1016 0.2175
H -3.5188 -1.4570 0.2231
H -3.0066 -0.6091 1.7159
H -2.9221 0.1774 0.1064
H -1.2981 -1.4060 -0.6947
H -0.9861 -2.0483 0.9837
H -0.7812 0.5897 1.6792
H -0.6971 0.7980 -0.0902
H 1.1096 -1.1606 0.1700
H 1.2162 -0.5279 1.8699
H 1.1828 2.0173 -0.2765
H -0.0971 0.4522 -3.3005
H -0.7735 -0.5686 -2.3025
O 0.0644 -0.1346 -2.4826

=====

Which one is most stable, and which one is least stable? x is the most stable of them, while w is the least stable.

=====

w.
C4H6O2S2 | ωB97M-V/def2-TZVPD

Summary:
Multiplicity = 1
HOMO-LUMO gap = 9.1 eV
Structure (SMILES) = S=CO[C@@H]1CSCO1

Element x y z (Å)
C -1.1668 0.2668 -1.6067
C -0.7054 0.2005 0.7051
C 0.3714 0.9917 1.4061
C 0.7548 -1.5659 1.1853
H -2.1986 0.0501 -1.1798
H -1.6464 0.5598 0.9397
H 0.8272 1.7852 0.9517
H 0.1149 1.3932 2.4404
H 1.3216 -1.5680 0.2767
H 0.4962 -2.5039 1.8068
O -0.2980 0.5146 -0.6294
O -0.6231 -1.1053 1.0447
S -0.8869 0.6083 -3.1896
S 1.6950 -0.2551 2.0210

=====

x.
C4H6O2S2 | ωB97M-V/def2-TZVPD

Summary:
Multiplicity = 1
HOMO-LUMO gap = 8.3 eV
Structure (SMILES) = CSC(=S)CC(=O)O

Element x y z (Å)
C -0.5441 2.5074 0.4820
C 0.3972 0.1101 -0.4750
C 0.2664 -1.1573 -1.2741
C -0.2048 -2.0681 -0.1037
H -1.2003 3.4949 0.6707
H -0.6149 1.9004 1.5198
H 0.5685 2.9772 0.3036
H 1.1630 -1.5317 -1.5259
H -0.3646 -1.2751 -2.1884
H 0.3537 -2.0190 2.0046
O 0.2692 -1.4817 1.0744
O -0.8686 -3.1779 -0.0848
S -1.0047 1.0860 -0.6556
S 1.7841 0.6347 0.2525

=====

y.
C4H6O2S2 | ωB97M-V/def2-TZVPD

Summary:
Multiplicity = 1
HOMO-LUMO gap = 9.2 eV
Structure (SMILES) = COC(=O)S/C=C/S

Element x y z (Å)
C 0.5748 1.1474 0.1874
C 1.0244 -0.8559 -0.7282
C -0.4378 -1.7185 1.1440
C 0.0576 1.5429 -1.0160
O 1.1695 -0.8915 -1.9048
O -0.1154 -1.5349 -0.2692
S 1.9613 0.0651 0.5604
S -1.2774 2.7374 -1.1933
H 0.2528 1.5298 1.0974
H -0.5656 -0.7806 1.6761
H 0.3169 -2.2722 1.7671
H -1.2556 -2.3784 1.1610
H 0.4947 1.3639 -1.9510
H -2.2005 2.0457 -0.5308

=====

Which one is most stable, and which one is least stable? w is the most stable of them, while x is the least stable.

=====

w.
C4H6O2S2 | ωB97M-V/def2-TZVPD

Summary:
Multiplicity = 1
HOMO-LUMO gap = 9.7 eV
Structure (SMILES) = C[C@@H]1SC=CS1(=O)=O

Element x y z (Å)
C 1.7682 -0.9629 -0.4793
C 2.0021 0.1554 -1.1153
C -0.7029 -0.1453 -0.0645
C -0.6652 0.3704 1.3515
O -0.0644 1.0677 -2.6467
O 0.5426 2.3656 -0.6390
S 0.2355 -1.6652 -0.1950
S 0.4461 1.1191 -1.3031
H 2.6223 -1.5345 -0.3635
H 2.9868 0.4329 -1.2392
H -1.7400 -0.1252 -0.5590
H 0.2494 0.3490 1.7692
H -1.3532 -0.3276 1.8970
H -1.2022 1.4125 1.2009

=====

x.
C4H6O2S2 | ωB97M-V/def2-TZVPD

Summary:
Multiplicity = 1
HOMO-LUMO gap (spin up / spin down) = 7.8 / 7.9 eV

Element x y z (Å)
C -1.2267 0.3525 -0.3669
C -0.2344 -0.6379 -0.7823
C 1.2984 0.5409 0.8966
C 1.1570 -0.1628 -0.4587
O -3.1208 1.7234 0.6082
O -1.6343 -2.7718 -0.2268
S -2.0335 1.7576 -0.4196
S -0.9395 -1.7304 0.4874
H -0.5435 -0.9288 -1.8431
H 0.2707 0.7532 1.2729
H 1.8144 1.5413 0.8101
H 1.8678 -0.1413 1.5303
H 1.7890 -0.9372 -0.4432
H 1.5352 0.6415 -1.0648

=====

Which one is most stable, and which one is least stable? w is the most stable of them, while x is the least stable.